No. 1
{"formula": "C9H11ClFN2O", "method": "wB97M-V/def2-TZVPD", "total_charge": 1, "gap_ev": 9.1, "e_lumo_ev": -3.51, "homo_ev": -12.6, "symbols": ["C", "C", "C", "C", "C", "C", "C", "C", "C", "N", "N", "O", "F", "Cl", "H", "H", "H", "H", "H", "H", "H", "H", "H", "H", "H"], "xyz": [[-1.773, -1.387, -0.104], [-0.397, -0.850, -0.013], [-2.857, -0.419, 0.016], [-0.308, 0.497, 0.283], [-2.621, 0.954, 0.134], [2.080, 1.847, 1.332], [1.639, 1.575, 0.146], [1.928, 1.598, -1.280], [1.864, -1.637, 0.224], [-1.338, 1.344, 0.362], [-2.052, -2.629, -0.306], [0.508, -1.794, -0.161], [-4.117, -0.909, -0.086], [-4.015, 2.055, -0.038], [3.252, 1.930, 1.409], [1.667, 1.485, 2.222], [2.696, 2.309, -1.581], [1.847, 0.577, -1.735], [0.961, 2.048, -1.665], [2.139, -2.645, 0.602], [1.803, -0.918, 1.044], [2.369, -1.050, -0.545], [-1.157, 2.352, 0.197], [-1.189, -3.124, -0.325], [-2.929, -3.211, -0.129]]}

***

No. 2
{"formula": "C3H6N2OS", "method": "wB97M-V/def2-TZVPD", "gap_ev": 9.8, "e_lumo_ev": 1.00, "homo_ev": -8.8, "symbols": ["C", "N", "O", "C", "S", "N", "C", "H", "H", "H", "H", "H", "H"], "xyz": [[-0.699, 0.189, 3.571], [-1.103, 0.024, 2.388], [-0.110, 0.100, 1.501], [-0.563, -0.018, 0.182], [0.868, 0.030, -0.882], [0.029, -0.165, -2.350], [0.630, -0.204, -3.451], [-1.495, 0.204, 4.359], [0.354, 0.351, 3.830], [-1.073, -1.004, 0.004], [-1.330, 0.672, -0.202], [1.723, -0.139, -3.534], [0.114, -0.184, -4.433]]}

***

No. 3
{"formula": "C39H42ClF32N5O5S", "method": "wB97M-V/def2-TZVPD", "gap_ev": 7.9, "e_lumo_ev": 0.33, "homo_ev": -7.6, "symbols": ["C", "C", "C", "Cl", "C", "C", "C", "C", "C", "C", "C", "C", "N", "N", "N", "S", "C", "C", "C", "C", "O", "C", "C", "N", "C", "N", "C", "H", "H", "H", "H", "H", "H", "H", "H", "H", "H", "H", "H", "H", "H", "H", "H", "H", "H", "H", "H", "H", "H", "H", "H", "H", "H", "F", "C", "F", "C", "F", "F", "C", "O", "C", "F", "F", "C", "F", "F", "H", "H", "H", "H", "F", "C", "F", "C", "F", "F", "C", "O", "C", "F", "F", "C", "F", "F", "H", "H", "H", "H", "F", "C", "F", "C", "F", "F", "C", "O", "C", "F", "F", "C", "F", "F", "H", "H", "H", "H", "F", "C", "F", "C", "F", "F", "C", "O", "C", "F", "F", "C", "F", "F", "H", "H", "H", "H"], "xyz": [[0.844, 2.032, 4.199], [0.584, 1.661, 2.658], [0.382, 2.974, 1.709], [-1.333, 3.145, 1.080], [1.513, 2.954, 0.588], [2.523, 4.161, 0.609], [3.716, 4.301, -0.373], [3.906, 3.168, -1.416], [2.880, 1.966, -1.459], [1.678, 1.815, -0.489], [0.678, 0.564, -0.535], [1.368, -0.841, -0.072], [1.660, -1.682, -1.289], [0.312, -1.628, 0.691], [2.553, -0.655, 0.807], [3.286, 0.700, -2.777], [5.141, 0.577, -2.558], [5.877, -0.781, -2.545], [7.421, -0.741, -2.303], [8.134, 0.646, -2.114], [9.544, 0.698, -1.869], [7.378, 2.012, -2.135], [5.844, 1.975, -2.355], [5.050, 3.245, -2.348], [4.648, 3.659, -3.731], [5.648, 3.110, -4.713], [4.982, 2.517, -5.905], [1.941, 2.245, 4.442], [0.245, 2.950, 4.551], [0.527, 1.149, 4.876], [-0.340, 0.983, 2.543], [1.537, 1.132, 2.287], [0.583, 3.874, 2.407], [2.391, 4.979, 1.393], [4.486, 5.141, -0.368], [-0.165, 0.765, 0.221], [0.228, 0.521, -1.582], [0.819, -1.704, -1.878], [1.985, -2.618, -1.018], [0.252, -1.305, 1.666], [0.596, -2.616, 0.628], [3.383, -1.164, 0.472], [2.384, -0.999, 1.761], [5.287, -1.762, -2.671], [8.049, -1.695, -2.243], [9.734, 1.646, -1.646], [7.874, 3.027, -1.967], [4.609, 4.813, -3.837], [3.619, 3.278, -4.046], [6.294, 3.843, -5.033], [4.215, 3.218, -6.416], [5.744, 2.246, -6.733], [4.491, 1.509, -5.622], [-2.981, -4.152, 5.869], [-3.115, -5.209, 5.046], [-3.405, -6.273, 5.838], [-1.849, -5.481, 4.235], [-0.812, -5.799, 5.045], [-2.077, -6.588, 3.465], [-1.411, -4.356, 3.276], [-0.374, -3.482, 3.740], [-0.766, -2.368, 4.515], [-2.107, -2.261, 4.510], [-0.303, -1.281, 3.852], [-0.174, -2.396, 5.927], [-0.578, -3.489, 6.610], [-0.582, -1.318, 6.641], [-3.976, -5.037, 4.392], [-0.966, -4.855, 2.410], [-2.259, -3.801, 2.866], [0.918, -2.401, 5.895], [-2.279, 6.205, -1.606], [-3.073, 5.459, -0.815], [-3.567, 4.464, -1.602], [-4.214, 6.270, -0.204], [-5.036, 6.754, -1.168], [-4.976, 5.416, 0.543], [-3.795, 7.426, 0.727], [-3.780, 8.739, 0.153], [-2.599, 9.137, -0.513], [-1.632, 8.223, -0.315], [-2.182, 10.263, 0.113], [-2.839, 9.440, -1.996], [-3.297, 8.352, -2.654], [-1.686, 9.807, -2.605], [-2.456, 4.994, -0.039], [-4.567, 7.486, 1.500], [-2.874, 7.209, 1.274], [-3.570, 10.242, -2.119], [-4.900, -0.113, -2.819], [-4.499, 0.615, -1.759], [-3.518, -0.105, -1.154], [-5.637, 0.891, -0.778], [-6.115, -0.262, -0.248], [-5.118, 1.597, 0.270], [-6.815, 1.717, -1.332], [-7.972, 0.984, -1.756], [-7.975, 0.494, -3.081], [-6.917, 0.985, -3.752], [-9.071, 1.027, -3.670], [-8.059, -1.035, -3.138], [-7.003, -1.611, -2.523], [-8.049, -1.470, -4.422], [-4.053, 1.545, -2.122], [-7.179, 2.323, -0.498], [-6.498, 2.447, -2.082], [-8.970, -1.395, -2.655], [0.561, -7.157, 1.882], [0.468, -8.369, 2.465], [0.741, -8.179, 3.780], [1.439, -9.381, 1.860], [2.724, -8.997, 2.054], [1.292, -10.556, 2.542], [1.231, -9.702, 0.366], [2.082, -9.018, -0.563], [1.662, -7.742, -1.002], [0.412, -7.498, -0.567], [1.580, -7.823, -2.350], [2.653, -6.638, -0.619], [2.799, -6.548, 0.722], [2.213, -5.426, -1.045], [-0.567, -8.715, 2.388], [1.499, -10.755, 0.243], [0.180, -9.652, 0.070], [3.637, -6.825, -1.054]]}

***

No. 4
{"formula": "C26H35Cl2N6O6STeV", "method": "wB97M-V/def2-TZVPD", "spin_multiplicity": 3, "s2": 2.02, "gap_ev": [7.6, 7.8], "e_lumo_ev": [-0.35, -0.12], "homo_ev": [-7.9, -7.9], "symbols": ["V", "N", "C", "S", "N", "N", "C", "C", "C", "C", "C", "C", "C", "O", "H", "H", "H", "H", "H", "H", "H", "O", "Cl", "O", "O", "O", "C", "C", "C", "C", "C", "O", "C", "C", "C", "C", "C", "C", "Cl", "C", "C", "C", "N", "C", "N", "C", "N", "H", "H", "H", "H", "H", "H", "H", "H", "H", "H", "H", "H", "H", "H", "H", "H", "H", "H", "H", "H", "H", "H", "C", "Te", "C", "H", "H", "H", "H", "H", "H"], "xyz": [[-0.318, -0.956, 0.733], [-3.222, -1.108, -2.345], [-2.058, -1.203, -1.642], [-2.054, -2.282, -0.255], [-1.055, -0.477, -2.042], [0.039, -0.665, -1.208], [1.215, -0.564, -1.712], [2.405, -0.959, -1.000], [3.653, -0.703, -1.589], [4.816, -1.185, -1.038], [4.745, -1.973, 0.116], [3.535, -2.253, 0.707], [2.344, -1.733, 0.181], [1.205, -2.015, 0.802], [-3.908, -1.826, -2.191], [-3.150, -0.736, -3.279], [1.304, -0.243, -2.748], [3.682, -0.116, -2.500], [5.771, -0.971, -1.497], [5.653, -2.369, 0.552], [3.468, -2.849, 1.606], [2.047, -0.358, 3.313], [0.792, 0.207, 2.987], [0.437, 1.285, 3.830], [-0.266, -0.824, 2.982], [0.793, 0.661, 1.561], [-4.491, 4.574, 3.091], [-3.320, 4.976, 2.187], [-3.027, 6.469, 2.403], [-2.067, 4.214, 2.657], [-3.686, 4.711, 0.686], [-4.889, 5.418, 0.338], [-2.556, 5.101, -0.307], [-2.726, 6.498, -0.920], [-1.559, 6.944, -1.761], [-0.325, 7.216, -1.175], [0.731, 7.710, -1.921], [0.553, 7.934, -3.278], [1.868, 8.576, -4.218], [-0.654, 7.657, -3.892], [-1.702, 7.163, -3.126], [-4.193, 3.281, 0.425], [-3.359, 2.176, 0.864], [-2.276, 1.630, 0.315], [-1.944, 0.536, 0.978], [-2.881, 0.459, 1.963], [-3.758, 1.427, 1.923], [-4.301, 4.924, 4.107], [-4.606, 3.491, 3.137], [-5.430, 5.013, 2.752], [-2.833, 6.638, 3.463], [-3.864, 7.121, 2.137], [-2.142, 6.796, 1.857], [-1.816, 4.550, 3.664], [-1.191, 4.399, 2.035], [-2.224, 3.140, 2.720], [-4.779, 6.348, 0.551], [-2.526, 4.379, -1.131], [-1.580, 5.033, 0.173], [-2.862, 7.237, -0.127], [-3.636, 6.530, -1.520], [-0.188, 7.052, -0.112], [1.683, 7.932, -1.459], [-0.775, 7.834, -4.951], [-2.655, 6.964, -3.601], [-4.389, 3.189, -0.643], [-5.138, 3.145, 0.943], [-1.781, 2.014, -0.562], [-2.903, -0.325, 2.700], [3.082, 3.862, -0.965], [1.119, 3.036, -0.939], [0.458, 3.945, -2.755], [3.451, 3.848, -1.987], [3.708, 3.221, -0.350], [3.089, 4.872, -0.573], [0.174, 4.982, -2.597], [-0.399, 3.373, -3.107], [1.250, 3.879, -3.497]]}

***

No. 5
{"formula": "C23H27BN9O5PmS6Sb", "method": "wB97M-V/def2-TZVPD", "spin_multiplicity": 6, "s2": 8.76, "total_charge": -2, "gap_ev": [7.1, 5.4], "e_lumo_ev": [4.22, 2.67], "homo_ev": [-2.8, -2.7], "symbols": ["Pm", "C", "C", "N", "N", "C", "B", "N", "C", "C", "C", "N", "N", "C", "C", "C", "N", "N", "C", "C", "C", "N", "H", "H", "H", "H", "H", "H", "H", "H", "H", "H", "H", "H", "C", "C", "C", "C", "C", "C", "C", "S", "O", "O", "N", "C", "C", "O", "O", "H", "H", "H", "H", "H", "H", "H", "H", "H", "S", "Sb", "S", "S", "S", "C", "S", "C", "O", "H", "H", "H", "H", "H", "H"], "xyz": [[-0.018, -0.272, -0.193], [2.941, -0.560, 3.545], [2.021, -1.031, 2.596], [1.495, -0.028, 1.916], [2.060, 1.103, 2.392], [2.928, 0.808, 3.380], [1.601, 2.484, 1.858], [1.945, 2.604, 0.351], [2.425, 3.664, -0.335], [2.605, 3.292, -1.647], [2.187, 1.953, -1.683], [1.788, 1.554, -0.487], [0.065, 2.606, 2.058], [-0.719, 3.290, 2.918], [-2.031, 2.948, 2.670], [-1.957, 2.022, 1.621], [-0.701, 1.825, 1.257], [2.440, 3.564, 2.595], [3.768, 3.739, 2.407], [4.214, 4.673, 3.310], [3.054, 5.021, 4.029], [1.996, 4.352, 3.604], [3.522, -1.131, 4.249], [1.719, -2.043, 2.377], [3.457, 1.588, 3.902], [2.600, 4.605, 0.161], [2.943, 3.892, -2.473], [2.162, 1.278, -2.524], [-0.277, 3.962, 3.631], [-2.910, 3.306, 3.180], [-2.739, 1.476, 1.116], [4.292, 3.180, 1.648], [5.218, 5.048, 3.426], [2.943, 5.730, 4.837], [2.389, -4.498, -6.435], [2.252, -4.160, -4.973], [1.390, -4.878, -4.148], [1.188, -4.503, -2.830], [1.869, -3.410, -2.314], [2.743, -2.695, -3.116], [2.935, -3.077, -4.435], [1.482, -2.839, -0.684], [2.120, -3.772, 0.222], [2.014, -1.454, -0.645], [-0.056, -2.720, -0.566], [-0.777, -3.548, 0.416], [-1.372, -2.730, 1.555], [-2.192, -3.287, 2.284], [-0.947, -1.521, 1.648], [2.056, -5.517, -6.638], [3.422, -4.401, -6.775], [1.783, -3.822, -7.042], [0.846, -5.723, -4.556], [0.480, -5.039, -2.208], [3.235, -1.819, -2.718], [3.590, -2.487, -5.068], [-0.121, -4.300, 0.860], [-1.604, -4.076, -0.065], [-2.527, 0.975, -5.293], [-0.600, 1.234, -4.096], [-1.205, 2.175, -1.966], [-0.176, -0.843, -3.003], [1.217, 2.114, -5.130], [-4.222, 0.682, -1.992], [-2.620, -0.109, -2.069], [-3.219, -1.680, -2.650], [-2.279, -0.380, -0.595], [-4.856, 0.102, -1.320], [-4.607, 0.718, -3.011], [-4.053, 1.690, -1.621], [-3.345, -1.592, -3.730], [-4.151, -1.909, -2.132], [-2.437, -2.399, -2.416]]}

***

No. 6
{"formula": "C2H4N2O2", "method": "wB97M-V/def2-TZVPD", "gap_ev": 10.5, "e_lumo_ev": 0.47, "homo_ev": -10.0, "symbols": ["H", "N", "C", "N", "C", "O", "O", "H", "H", "H"], "xyz": [[0.194, 0.192, -1.878], [-0.704, -0.047, -1.428], [-0.483, -0.183, -0.155], [-1.541, -0.473, 0.662], [0.958, -0.026, 0.403], [1.366, -0.496, 1.440], [1.724, 0.687, -0.436], [-2.362, -0.646, 0.089], [-1.750, 0.290, 1.298], [2.599, 0.704, 0.005]]}

***

No. 7
{"formula": "C6H6IOP", "method": "wB97M-V/def2-TZVPD", "gap_ev": 8.6, "e_lumo_ev": -0.94, "homo_ev": -9.6, "symbols": ["O", "P", "C", "C", "C", "C", "C", "C", "H", "H", "H", "H", "H", "I", "H"], "xyz": [[-1.920, -3.202, -0.802], [-1.114, -2.759, 0.360], [-0.871, -0.930, 0.117], [-1.324, -0.118, -0.928], [-1.246, 1.248, -0.915], [-0.265, 1.851, -0.088], [0.205, 1.109, 1.011], [-0.127, -0.287, 1.133], [-1.913, -0.729, -1.636], [-1.714, 1.740, -1.748], [0.001, 2.822, -0.156], [0.951, 1.644, 1.733], [0.104, -0.963, 1.867], [4.628, 0.067, -0.124], [4.606, -1.493, 0.177]]}

***

No. 8
{"formula": "C38H34N11OSbSr", "method": "wB97M-V/def2-TZVPD", "total_charge": 2, "gap_ev": 7.2, "e_lumo_ev": -5.53, "homo_ev": -12.7, "symbols": ["Sr", "C", "C", "C", "C", "C", "C", "N", "Sb", "C", "C", "C", "C", "C", "C", "N", "C", "C", "C", "C", "C", "C", "N", "H", "H", "H", "H", "H", "H", "H", "H", "H", "H", "H", "H", "H", "H", "H", "H", "H", "H", "C", "N", "C", "N", "C", "N", "C", "C", "C", "C", "C", "C", "C", "N", "N", "C", "O", "C", "C", "C", "C", "C", "C", "N", "C", "N", "C", "N", "C", "H", "H", "H", "H", "H", "H", "H", "H", "H", "H", "H", "H", "H", "H", "H", "H"], "xyz": [[-0.203, -0.016, 0.122], [1.667, -1.605, 3.387], [0.171, -1.546, 3.365], [-0.588, -2.026, 4.434], [-1.958, -1.962, 4.376], [-2.564, -1.412, 3.244], [-1.758, -0.954, 2.220], [-0.408, -1.022, 2.282], [-3.095, -0.144, 0.622], [-2.026, 1.806, 0.216], [-2.573, 2.724, -0.649], [-1.952, 3.972, -0.777], [-0.847, 4.260, -0.016], [-0.331, 3.292, 0.857], [0.840, 3.572, 1.743], [-0.914, 2.095, 0.960], [-2.148, -1.118, -1.189], [-2.762, -1.007, -2.414], [-2.237, -1.730, -3.491], [-1.142, -2.536, -3.297], [-0.535, -2.596, -2.037], [0.685, -3.421, -1.780], [-1.048, -1.912, -1.009], [2.042, -1.787, 4.391], [2.102, -0.677, 3.017], [2.019, -2.419, 2.748], [-0.084, -2.442, 5.296], [-2.563, -2.327, 5.195], [-3.644, -1.354, 3.194], [-3.462, 2.503, -1.227], [-2.348, 4.708, -1.466], [-0.377, 5.233, -0.065], [1.451, 4.387, 1.358], [1.463, 2.691, 1.883], [0.485, 3.863, 2.735], [-3.634, -0.380, -2.560], [-2.693, -1.653, -4.470], [-0.742, -3.131, -4.107], [1.148, -3.747, -2.709], [0.426, -4.307, -1.198], [1.425, -2.863, -1.206], [2.536, 2.162, -5.081], [1.549, 1.828, -4.038], [1.715, 1.274, -2.843], [0.538, 1.077, -2.257], [-0.332, 1.553, -3.197], [0.230, 2.015, -4.282], [3.025, 0.940, -5.809], [2.625, 0.689, -7.115], [3.057, -0.456, -7.776], [3.875, -1.367, -7.129], [4.274, -1.118, -5.819], [3.863, 0.037, -5.170], [5.123, -2.078, -5.105], [5.708, -3.133, -5.525], [6.368, -3.685, -4.395], [6.106, -2.898, -3.422], [5.318, -1.848, -3.776], [6.489, -2.994, -2.009], [7.260, -4.063, -1.568], [7.584, -4.154, -0.223], [7.123, -3.200, 0.675], [6.349, -2.132, 0.233], [5.883, -1.102, 1.232], [4.646, -0.421, 0.825], [3.490, -0.939, 0.431], [2.625, 0.025, 0.131], [3.358, 1.149, 0.367], [4.582, 0.934, 0.780], [6.049, -2.025, -1.115], [3.347, 2.709, -4.602], [2.015, 2.835, -5.756], [2.681, 1.026, -2.437], [-1.402, 1.559, -3.067], [1.977, 1.393, -7.624], [2.750, -0.637, -8.797], [4.211, -2.267, -7.626], [4.215, 0.232, -4.165], [7.594, -4.809, -2.276], [8.190, -4.976, 0.130], [7.370, -3.292, 1.726], [6.613, -0.305, 1.367], [5.711, -1.564, 2.204], [3.329, -2.003, 0.360], [2.989, 2.149, 0.206], [5.476, -1.185, -1.486]]}